DFT (ωB97M-V with the def2-TZVPD basis set) results for C16H16Cl4O2OsP2 as an isolated structure.

Calculated values
Charge ... +2
LUMO (spin up / spin down) ... -9.07 / -9.07 eV
E_tot ... -3383.31741 a.u.
Largest force on an atom ... 0.010 hartree/bohr
HOMO-LUMO gap (spin up / spin down) ... 6.160 / 6.157 eV

Element x y z (Å)
Os 0.059 -0.186 -0.029
C -2.007 -1.080 -2.652
P -0.337 -0.499 -2.281
C -0.113 1.005 -3.265
C 0.815 -1.723 -2.943
C 0.712 -2.217 -4.240
C 1.643 -3.134 -4.703
C 2.679 -3.556 -3.879
C 2.789 -3.066 -2.587
C 1.854 -2.151 -2.114
P 1.945 -1.450 -0.451
C 2.182 -2.824 0.697
C 3.476 -0.491 -0.387
H -2.172 -2.056 -2.195
H -2.157 -1.167 -3.729
H -2.729 -0.367 -2.255
H -0.860 1.746 -2.980
H -0.228 0.777 -4.326
H 0.885 1.416 -3.106
H -0.089 -1.894 -4.894
H 1.562 -3.521 -5.709
H 3.403 -4.271 -4.247
H 3.604 -3.404 -1.958
H 3.081 -3.389 0.445
H 1.325 -3.497 0.659
H 2.288 -2.431 1.709
H 4.328 -1.127 -0.632
H 3.615 -0.085 0.615
H 3.436 0.328 -1.108
Cl -4.071 3.281 4.336
C -2.823 2.412 3.634
C -1.676 2.009 4.515
Cl -1.739 2.465 6.125
C -0.618 1.298 4.046
Cl 0.704 0.821 5.000
C -0.614 0.932 2.661
O 0.281 0.302 2.108
C -1.786 1.337 1.766
O -1.708 0.979 0.597
C -2.873 2.090 2.316
Cl -4.148 2.519 1.280

DFT (ωB97M-V with the def2-TZVPD basis set) results for C16H16Cl5CuO5PS as an isolated structure.

Calculated values
Expectation value of S² ... 0.752
LUMO (spin up / spin down) ... 0.18 / -1.21 eV
E_tot ... -5676.57470 a.u.
Largest force on an atom ... 0.010 hartree/bohr
2S+1 ... 2
HOMO-LUMO gap (spin up / spin down) ... 8.422 / 7.023 eV

Element x y z (Å)
Cu -1.430 -0.492 -0.717
Cl -2.977 -0.464 -7.602
C -2.700 -0.104 -5.941
C -2.756 -1.111 -4.983
Cl -3.117 -2.728 -5.446
C -2.517 -0.810 -3.649
Cl -2.602 -2.048 -2.441
C -2.218 0.489 -3.209
O -2.008 0.785 -1.961
C -2.173 1.490 -4.201
Cl -1.819 3.097 -3.689
C -2.409 1.200 -5.537
Cl -2.332 2.456 -6.710
C 1.230 1.988 -1.990
P 1.627 0.401 -1.261
C 2.202 0.690 0.425
C 3.004 -0.279 -2.186
O 0.467 -0.556 -1.307
H 2.063 2.685 -1.897
H 0.347 2.391 -1.492
H 0.984 1.848 -3.043
H 3.288 0.614 0.490
H 1.761 -0.075 1.064
H 1.896 1.674 0.778
H 3.863 0.392 -2.175
H 2.683 -0.446 -3.214
H 3.284 -1.236 -1.744
C 2.109 -0.425 6.290
C 1.117 -0.546 5.166
C 0.929 0.497 4.264
C -0.006 0.397 3.244
C -0.759 -0.759 3.124
C -0.604 -1.805 4.023
C 0.337 -1.693 5.031
S -1.936 -0.918 1.823
O -3.135 -1.454 2.387
O -2.038 0.410 1.156
O -1.312 -1.799 0.773
H 2.870 0.322 6.068
H 2.606 -1.376 6.480
H 1.607 -0.126 7.212
H 1.514 1.403 4.368
H -0.182 1.218 2.563
H -1.222 -2.688 3.930
H 0.464 -2.508 5.734

DFT (ωB97M-V with the def2-TZVPD basis set) results for a single C16H16N2O2 molecule at a distorted geometry.

Calculated values
LUMO ... -0.10 eV
E_tot ... -879.25038 a.u.
Largest force on an atom ... 0.029 hartree/bohr
Structure (SMILES) ... CCCC(=O)O/N=C(\c1ccccc1)c1ccncc1
HOMO-LUMO gap ... 9.317 eV

Element x y z (Å)
C -2.771 -1.305 1.682
C -3.803 -1.498 0.577
C -3.250 -1.118 -0.805
C -2.937 0.356 -0.844
O -3.756 1.224 -0.956
O -1.642 0.742 -0.713
N -0.697 -0.278 -0.593
C 0.507 0.083 -0.375
C 0.991 1.464 -0.213
C 2.129 1.878 -0.904
C 2.582 3.177 -0.780
C 1.915 4.071 0.043
C 0.790 3.662 0.739
C 0.322 2.368 0.608
C 1.484 -1.014 -0.287
C 2.637 -0.887 0.486
C 3.517 -1.956 0.541
N 3.324 -3.094 -0.103
C 2.228 -3.218 -0.832
C 1.278 -2.219 -0.959
H -2.517 -0.253 1.793
H -1.860 -1.858 1.457
H -3.165 -1.658 2.632
H -4.114 -2.544 0.547
H -4.684 -0.887 0.785
H -2.355 -1.700 -1.021
H -4.014 -1.308 -1.560
H 2.643 1.182 -1.552
H 3.458 3.494 -1.327
H 2.273 5.085 0.141
H 0.270 4.355 1.382
H -0.553 2.053 1.155
H 2.836 0.019 1.038
H 4.424 -1.899 1.127
H 2.110 -4.167 -1.339
H 0.401 -2.351 -1.571

DFT (ωB97M-V with the def2-TZVPD basis set) results for C16H16N5O2PdS as an isolated structure.

Calculated values
Charge ... -1
LUMO ... 2.96 eV
E_tot ... -1569.56649 a.u.
Largest force on an atom ... 0.010 hartree/bohr
HOMO-LUMO gap ... 4.955 eV

Element x y z (Å)
Pd 1.144 0.031 -0.302
N -2.648 -0.299 1.435
C -3.692 -0.242 0.545
C -5.006 -0.497 0.956
C -6.067 -0.388 0.072
C -5.834 -0.033 -1.254
C -4.530 0.206 -1.668
C -3.458 0.122 -0.785
S -1.872 0.575 -1.342
N -0.853 -0.209 -0.208
C -1.275 -0.365 1.109
C -0.353 -0.673 2.042
C -0.583 -1.142 3.401
C 0.421 -1.627 4.151
C 1.758 -1.719 3.590
C 1.944 -1.230 2.335
N 1.002 -0.610 1.590
H -2.877 -0.530 2.383
H -5.185 -0.780 1.988
H -7.074 -0.588 0.417
H -6.651 0.051 -1.958
H -4.332 0.479 -2.699
H -1.589 -1.153 3.807
H 0.222 -1.996 5.150
H 2.582 -2.164 4.127
H 2.918 -1.345 1.870
C 4.967 1.470 -1.585
C 3.583 0.917 -1.449
N 3.137 0.442 -0.337
O 3.974 0.606 0.767
C 2.656 0.923 -2.550
C 3.023 1.232 -3.961
N 1.397 0.640 -2.208
O 0.496 0.668 -3.076
H 5.274 1.960 -0.664
H 5.015 2.176 -2.412
H 5.678 0.665 -1.783
H 3.365 0.499 1.511
H 3.999 0.817 -4.221
H 3.053 2.308 -4.168
H 2.269 0.802 -4.617

DFT (ωB97M-V with the def2-TZVPD basis set) results for a single C16H16O6 molecule at a distorted geometry.

Calculated values
LUMO ... 0.32 eV
E_tot ... -1070.73254 a.u.
Largest force on an atom ... 0.025 hartree/bohr
Structure (SMILES) ... CC(C)(O)[C@@H](O)COc1c2ccoc2cc2oc(=O)ccc12
HOMO-LUMO gap ... 8.382 eV

Element x y z (Å)
C -3.702 -0.897 -1.626
C -3.074 -0.628 -0.256
C -3.789 -1.454 0.817
O -3.146 0.761 0.058
C -1.557 -0.937 -0.325
O -0.945 -0.154 -1.310
C -0.888 -0.736 1.055
O 0.513 -0.863 0.973
C 1.306 0.134 0.526
C 0.992 1.490 0.365
C -0.170 2.332 0.489
C 0.233 3.583 0.178
O 1.547 3.638 -0.138
C 2.021 2.382 -0.036
C 3.328 2.008 -0.282
C 3.622 0.664 -0.130
O 4.895 0.280 -0.371
C 5.318 -1.019 -0.259
O 6.477 -1.258 -0.491
C 4.317 -1.994 0.132
C 3.044 -1.633 0.382
C 2.635 -0.266 0.264
H -3.687 -1.962 -1.838
H -4.735 -0.551 -1.644
H -3.143 -0.380 -2.402
H -4.867 -1.338 0.714
H -3.503 -1.121 1.811
H -3.544 -2.506 0.710
H -4.068 1.036 0.012
H -1.405 -1.974 -0.641
H -1.207 0.764 -1.154
H -1.180 0.220 1.490
H -1.195 -1.543 1.725
H -1.173 2.070 0.754
H -0.309 4.508 0.146
H 4.081 2.715 -0.579
H 4.658 -3.014 0.208
H 2.301 -2.359 0.673

DFT (ωB97M-V with the def2-TZVPD basis set) results for a single C16H17Cl2N3O molecule at a distorted geometry.

Calculated values
LUMO ... 0.38 eV
E_tot ... -1779.67569 a.u.
Largest force on an atom ... 0.112 hartree/bohr
Structure (SMILES) ... Clc1cccc(Cl)c1/C(=C/n1cncn1)OC1CCCCC1
HOMO-LUMO gap ... 8.438 eV

Element x y z (Å)
Cl -1.272 2.768 -1.844
C -0.884 2.688 -0.193
C -1.745 3.333 0.672
C -1.381 3.406 1.943
C -0.326 2.696 2.509
C 0.373 1.889 1.639
Cl 1.717 0.931 2.217
C 0.203 1.901 0.249
C 0.976 0.981 -0.575
C 2.320 1.475 -0.935
N 3.286 0.801 -1.616
C 3.286 -0.543 -2.116
N 4.382 -0.818 -2.823
C 5.177 0.296 -2.459
N 4.487 1.245 -1.937
O 0.493 -0.312 -0.964
C -0.460 -0.917 -0.055
C -1.926 -0.679 -0.504
C -2.920 -1.513 0.410
C -2.586 -3.021 0.479
C -1.121 -3.232 0.958
C -0.116 -2.353 0.064
H -2.601 3.911 0.277
H -2.143 3.887 2.627
H -0.143 2.711 3.538
H 2.688 2.439 -0.537
H 2.475 -1.169 -1.826
H 6.177 0.352 -2.714
H -0.235 -0.530 0.958
H -2.240 0.420 -0.320
H -2.073 -0.935 -1.526
H -3.934 -1.297 0.007
H -2.881 -1.292 1.435
H -2.633 -3.358 -0.459
H -3.243 -3.564 1.126
H -0.934 -4.356 0.693
H -1.012 -3.112 2.065
H 0.879 -2.389 0.532
H -0.113 -2.742 -0.994

Repeat the fifth record exactly.
DFT (ωB97M-V with the def2-TZVPD basis set) results for a single C16H16O6 molecule at a distorted geometry.

Calculated values
LUMO ... 0.32 eV
E_tot ... -1070.73254 a.u.
Largest force on an atom ... 0.025 hartree/bohr
Structure (SMILES) ... CC(C)(O)[C@@H](O)COc1c2ccoc2cc2oc(=O)ccc12
HOMO-LUMO gap ... 8.382 eV

Element x y z (Å)
C -3.702 -0.897 -1.626
C -3.074 -0.628 -0.256
C -3.789 -1.454 0.817
O -3.146 0.761 0.058
C -1.557 -0.937 -0.325
O -0.945 -0.154 -1.310
C -0.888 -0.736 1.055
O 0.513 -0.863 0.973
C 1.306 0.134 0.526
C 0.992 1.490 0.365
C -0.170 2.332 0.489
C 0.233 3.583 0.178
O 1.547 3.638 -0.138
C 2.021 2.382 -0.036
C 3.328 2.008 -0.282
C 3.622 0.664 -0.130
O 4.895 0.280 -0.371
C 5.318 -1.019 -0.259
O 6.477 -1.258 -0.491
C 4.317 -1.994 0.132
C 3.044 -1.633 0.382
C 2.635 -0.266 0.264
H -3.687 -1.962 -1.838
H -4.735 -0.551 -1.644
H -3.143 -0.380 -2.402
H -4.867 -1.338 0.714
H -3.503 -1.121 1.811
H -3.544 -2.506 0.710
H -4.068 1.036 0.012
H -1.405 -1.974 -0.641
H -1.207 0.764 -1.154
H -1.180 0.220 1.490
H -1.195 -1.543 1.725
H -1.173 2.070 0.754
H -0.309 4.508 0.146
H 4.081 2.715 -0.579
H 4.658 -3.014 0.208
H 2.301 -2.359 0.673